{"formula": "C18H13Br2F3N6PtS", "method": "ωB97M-V with the def2-TZVPD basis set", "e_homo_ev": [-13.43, -15.14], "largest_force_ev_per_a": 2.59, "molar_mass_g_mol": 757.291, "total_charge": 2, "spin_multiplicity": 5, "symbols": ["Pt", "N", "C", "S", "N", "N", "C", "C", "C", "C", "C", "C", "N", "H", "H", "H", "H", "H", "H", "H", "Br", "C", "C", "C", "N", "C", "C", "C", "C", "C", "Br", "C", "C", "N", "H", "H", "H", "H", "H", "H", "F", "C", "F", "F"], "positions_angstrom": [[-0.2019, -0.3344, 0.1914], [3.1761, 1.5524, 2.7569], [2.1310, 1.1987, 2.0355], [2.2193, -0.2172, 1.0421], [1.0380, 1.9623, 2.1014], [0.0150, 1.6644, 1.3860], [-1.1179, 2.2988, 1.6009], [-2.2264, 1.9898, 0.7705], [-3.4856, 2.5637, 0.9713], [-4.5301, 2.1901, 0.1474], [-4.2918, 1.2574, -0.8527], [-3.0151, 0.7152, -0.9870], [-2.0119, 1.0713, -0.2030], [4.0259, 1.0105, 2.7267], [3.1414, 2.3774, 3.3409], [-1.2039, 3.0112, 2.4168], [-3.6192, 3.2764, 1.7749], [-5.5164, 2.6121, 0.2822], [-5.0815, 0.9471, -1.5226], [-2.8037, -0.0219, -1.7527], [2.0999, -6.3931, -2.1990], [1.5143, -4.7537, -1.4905], [1.2585, -4.6208, -0.1334], [0.8348, -3.3886, 0.3239], [0.6825, -2.3398, -0.4828], [0.9501, -2.4467, -1.7959], [1.3462, -3.6613, -2.3323], [0.8487, -1.2084, -2.6055], [1.2402, -1.1574, -3.9343], [1.1648, 0.0475, -4.6193], [1.6902, 0.1392, -6.4199], [0.7083, 1.1804, -3.9598], [0.3342, 1.0475, -2.6388], [0.3949, -0.1100, -1.9782], [1.3766, -5.4502, 0.5484], [0.6115, -3.2489, 1.3731], [1.5212, -3.7792, -3.3907], [1.6121, -2.0297, -4.4495], [0.6416, 2.1361, -4.4591], [-0.0268, 1.9034, -2.0821], [-2.2396, -1.9954, 1.0201], [-1.4043, -1.1629, 1.7044], [-2.1972, -0.3201, 2.4005], [-0.7626, -1.9130, 2.6188]], "forces_ev_per_angstrom": [[-0.1, 0.2, -0.3], [-0.3, 0.3, 0.0], [1.1, -2.1, -1.1], [-0.4, 0.6, 0.4], [-0.9, 1.9, 1.2], [0.4, -1.3, -0.6], [-0.1, 0.4, 0.3], [-0.4, 0.0, -0.2], [0.4, 0.0, 0.2], [-0.1, -0.2, -0.2], [-0.1, 0.2, 0.2], [0.1, -0.1, -0.1], [0.1, 0.0, 0.0], [0.0, 0.0, 0.1], [0.0, 0.0, 0.0], [0.1, 0.0, 0.0], [0.0, 0.0, 0.0], [0.0, 0.0, 0.0], [0.0, 0.0, 0.0], [0.0, 0.0, 0.0], [-0.1, 0.3, 0.1], [0.1, -0.3, -0.1], [0.0, 0.0, -0.1], [0.0, -0.3, 0.1], [0.1, 0.2, -0.1], [0.1, -0.3, 0.1], [0.0, 0.1, -0.1], [0.0, 0.2, -0.2], [0.0, -0.1, 0.0], [0.1, 0.1, -0.2], [-0.1, 0.0, 0.3], [0.0, 0.0, 0.0], [0.0, 0.1, -0.1], [0.1, -0.1, 0.1], [0.0, 0.0, 0.0], [0.0, 0.1, 0.0], [0.0, 0.0, 0.0], [0.0, 0.0, 0.0], [0.0, 0.0, 0.0], [0.0, 0.0, 0.0], [0.0, 0.0, 0.1], [0.2, -0.2, 0.2], [0.0, 0.0, 0.0], [0.0, 0.0, 0.0]]}